Entry from OMol25: C7H9N2O3P in the gas phase (wB97M-V/def2-TZVPD).

```
22
Properties=species:S:1:pos:R:3:forces:R:3
C 1.339501 -2.734027 0.433507 -0.124 0.027 0.115
C 0.173653 -2.287682 1.033723 -0.098 0.014 0.017
C 2.079284 -1.903308 -0.392202 0.282 0.073 -0.200
C -0.261756 -0.986247 0.803996 0.414 -0.175 -0.244
C 1.697795 -0.581592 -0.565381 0.131 -0.084 -0.026
C 0.546815 -0.130801 0.046786 -0.539 0.849 0.301
C -1.462077 2.197168 -2.000282 -0.004 0.260 -0.659
N -1.412064 -0.452349 1.335977 -0.631 -0.466 0.410
N -0.635587 1.860599 1.703986 0.183 0.897 2.065
O 0.171073 1.863927 2.614451 -0.566 -0.133 -1.384
O 0.980396 2.603374 -0.397129 0.096 -0.011 0.204
O -1.413148 1.654851 -0.692257 0.759 -0.250 1.224
P 0.021622 1.602303 0.082041 0.231 -0.698 -1.665
H 1.670970 -3.746010 0.622161 0.010 -0.039 -0.055
H -0.405569 -2.942576 1.670409 -0.045 -0.067 0.006
H 2.970141 -2.272517 -0.877983 0.075 -0.024 0.021
H -1.946888 -1.032802 1.966167 0.025 0.128 -0.172
H 2.295381 0.112991 -1.139796 0.064 -0.017 -0.032
H -1.483026 1.389269 -2.736345 -0.016 0.056 0.071
H -0.594163 2.834897 -2.182319 -0.130 -0.038 -0.005
H -2.374024 2.789388 -2.079108 0.068 -0.067 -0.005
H -1.958329 0.161144 0.749598 -0.186 -0.233 0.012
```
Forces are in eV/Å.

As for the SMILES: CO[P@@](=O)(N=O)c1ccccc1N. The calculation puts the energy above the lowest of the compared OMol25 structures with the same formula, charge and spin at 371.5 kJ/mol. The frontier orbital gap (spin up / spin down) is 7.96 / 8.05 eV.

Charge distribution, natural (NBO) scheme, values in e: C -0.16; C -0.29; C -0.26; C 0.29; C -0.13; C -0.54; C -0.25; N -0.82; N -0.15; O -0.24; O -1.06; O -0.83; P 2.17; H 0.22; H 0.21; H 0.22; H 0.39; H 0.23; H 0.18; H 0.21; H 0.19; H 0.41



Entry from OMol25: a molecular structure, C21H54HgO17S5 (wB97M-V/def2-TZVPD).

```
98
Properties=species:S:1:pos:R:3:forces:R:3
Hg -6.705938 32.389605 -6.686133 -0.027 -0.112 -0.318
C -6.791395 28.604830 -6.296630 0.473 -1.055 1.058
C -5.722042 29.467216 -5.604031 -0.507 -0.889 -0.493
C -4.414929 29.379211 -6.390047 0.208 1.361 -0.585
O -6.214971 30.721610 -5.290328 0.098 1.170 -0.353
H -6.500163 27.547741 -6.207107 0.384 0.034 -0.561
H -6.918846 28.874092 -7.340998 -0.353 0.131 0.033
H -7.709112 28.552868 -5.706688 -0.244 0.770 -0.331
H -5.440544 28.954468 -4.669704 -0.405 0.055 0.357
H -3.688430 30.026170 -5.890379 0.149 -0.500 -0.074
H -4.476298 29.825714 -7.390868 -0.313 -0.083 0.026
H -4.028472 28.369163 -6.523184 -0.058 -0.097 0.341
C -8.577609 35.926904 -8.627182 -0.568 -0.235 -0.396
C -7.832147 34.680618 -9.136772 0.716 -0.724 0.870
C -6.967997 34.995999 -10.360733 0.105 -0.590 -0.900
O -7.101462 34.077462 -8.133743 1.125 -0.044 0.969
H -9.287427 35.669502 -7.837592 -0.109 -0.304 -0.213
H -9.117697 36.352363 -9.480857 -0.195 0.190 0.180
H -7.981814 36.720603 -8.171755 0.596 -0.261 -0.292
H -8.534641 33.912801 -9.513154 -0.660 0.398 -0.151
H -6.498229 34.092598 -10.773018 -0.169 -0.283 0.403
H -6.110884 35.662418 -10.237090 -0.405 0.454 0.347
H -7.614837 35.306330 -11.190375 0.122 0.525 0.089
O -5.177845 31.216171 -10.996172 -0.710 -0.534 0.217
S -6.217907 30.720314 -10.126568 -0.669 -0.117 0.340
O -6.286667 31.220113 -8.775810 -0.082 -0.838 -1.749
O -7.678142 30.971880 -10.831207 1.034 0.555 1.612
C -7.749852 31.279739 -12.223433 0.212 -0.845 -0.888
C -9.175850 31.673399 -12.563789 -0.028 -0.544 0.143
C -6.272588 28.910570 -10.077728 0.272 1.060 -0.411
H -7.476367 30.324494 -12.691120 -0.100 0.363 -0.570
H -7.022685 32.036293 -12.523504 -0.056 0.012 0.268
H -9.453346 32.583554 -12.035717 -0.095 0.050 -0.074
H -9.856827 30.857726 -12.310932 0.011 0.107 0.386
H -9.331486 31.787037 -13.636625 0.395 0.331 -0.029
H -5.468414 28.498357 -9.473527 0.106 0.304 0.069
H -6.126433 28.649559 -11.125137 -0.268 -0.381 0.066
H -7.243372 28.653959 -9.661132 -0.066 -0.056 -0.178
O -2.384964 31.546144 -8.419907 -0.192 0.714 0.382
S -3.162697 32.705865 -8.087324 -0.808 0.754 -0.937
O -4.348007 32.573598 -7.268062 1.706 -0.017 -0.018
O -2.140415 33.773291 -7.429884 -0.622 -1.194 -0.149
C -2.638477 35.084921 -7.140169 0.215 1.312 -0.044
C -1.643535 35.771469 -6.203030 0.050 -0.537 -0.360
C -3.711966 33.633674 -9.538040 -0.094 -0.320 0.228
H -3.664516 35.118393 -6.771215 0.058 -0.615 0.339
H -2.672247 35.655409 -8.073817 0.074 -0.105 -0.072
H -0.715029 35.984837 -6.735740 -0.119 0.196 -0.097
H -1.347277 35.111255 -5.393384 -0.330 -0.048 0.281
H -2.076880 36.687976 -5.809138 0.048 0.009 0.033
H -4.090472 33.000963 -10.339864 0.473 -0.442 0.261
H -2.875467 34.238158 -9.878405 -0.115 0.108 -0.054
H -4.603190 34.186438 -9.231292 0.322 0.307 0.306
O -4.532516 35.519913 -3.623296 -0.015 -0.203 -0.231
S -4.848820 34.149917 -3.877733 0.956 -1.173 0.292
O -5.565442 33.778588 -5.070243 0.593 0.708 1.119
O -3.426326 33.348612 -3.818057 -0.999 0.891 -0.264
C -3.490640 31.921538 -4.039359 -0.181 -0.794 -0.906
C -2.148459 31.374103 -4.495955 0.335 0.018 0.444
C -5.605483 33.467096 -2.403824 0.628 0.303 -0.250
H -4.235502 31.674959 -4.801419 -0.171 0.327 0.180
H -3.827702 31.430698 -3.125411 0.245 0.097 0.187
H -1.945440 31.409480 -5.564568 -0.266 0.509 -0.085
H -2.104804 30.306349 -4.270666 -0.021 0.071 0.276
H -1.338395 31.878924 -3.966845 0.071 -0.109 0.008
H -5.497861 32.385864 -2.393984 -0.485 -0.016 -0.330
H -6.624823 33.833013 -2.338724 -0.051 -0.173 0.009
H -4.980093 33.846769 -1.596986 -0.192 0.205 0.052
O -8.835683 31.486805 -7.321648 -1.023 -0.501 -0.641
S -9.929205 30.779927 -7.932269 -0.299 -1.341 0.261
O -9.702777 29.584689 -8.716383 0.220 0.733 0.683
O -10.957058 30.388479 -6.709560 0.623 0.870 -1.947
C -10.343787 29.843361 -5.562358 -0.704 -0.713 2.265
C -11.347096 29.957725 -4.398735 0.291 -0.240 -0.254
C -10.886400 31.850262 -8.955664 -0.084 0.498 0.640
H -9.403455 30.306770 -5.258638 0.011 0.266 -0.517
H -10.184081 28.762726 -5.621405 0.232 0.096 -0.806
H -10.928265 29.358468 -3.587206 0.007 0.281 0.200
H -12.300039 29.485702 -4.639864 -0.006 0.109 -0.215
H -11.535972 30.980780 -4.075962 0.086 0.015 -0.025
H -11.733474 31.306431 -9.361728 -0.035 -0.023 0.128
H -10.227434 32.185103 -9.753059 0.226 -0.249 -0.002
H -11.160415 32.731022 -8.374649 -0.187 -0.125 0.054
O -10.788111 33.703996 -5.820559 0.723 0.203 0.472
S -9.661759 34.077573 -5.002176 0.060 0.925 0.682
O -8.372539 33.445068 -5.138760 -1.409 0.809 0.295
O -9.405998 35.684083 -5.105126 0.511 -1.761 -0.663
C -10.504703 36.563800 -5.061713 -1.063 1.987 -0.409
C -10.275554 37.806992 -5.934408 1.296 -0.368 -0.144
C -10.080023 34.008528 -3.244378 -0.652 -0.435 -0.989
H -10.603573 36.921392 -4.033387 -0.228 -0.263 0.063
H -11.459813 36.198108 -5.446254 0.232 -0.942 0.410
H -9.302958 38.249199 -5.702378 -0.198 0.248 0.300
H -11.078015 38.527213 -5.793965 0.004 -0.007 0.113
H -10.173455 37.572984 -6.995157 -0.404 -0.244 0.048
H -10.427662 32.990652 -3.067077 0.583 -0.143 0.227
H -10.953536 34.617152 -3.014308 0.207 0.379 -0.245
H -9.188982 34.328729 -2.717664 -0.049 -0.220 0.206
```
Forces are in eV/Å.

The calculation puts the energy above the lowest of the compared OMol25 structures with the same formula, charge and spin at 117.9 kJ/mol. The frontier orbital gap is 7.62 eV.

Charge distribution, Mulliken scheme, values in e: Hg 6.08; C -1.15; C 0.54; C -0.04; O -0.77; H 0.58; H 0.00; H 0.10; H 0.19; H -0.66; H -0.42; H 0.66; C -1.16; C 1.39; C -1.63; O -0.57; H -0.02; H 0.38; H 0.35; H -0.76; H 0.19; H 0.39; H 0.41; O -0.85; S 0.75; O -1.41; O 0.08; C -0.26; C -1.18; C -1.23; H 0.35; H 0.32; H 0.19; H 0.29; H 0.44; H 0.41; H 0.45; H 0.29; O -0.80; S 1.08; O -0.96; O -0.43; C 0.23; C -1.47; C -1.05; H 0.03; H 0.37; H 0.41; H 0.26; H 0.38; H 0.29; H 0.57; H 0.14; O -0.66; S 0.99; O -0.41; O -0.43; C 0.60; C -1.62; C -0.66; H -0.22; H 0.32; H 0.26; H 0.41; H 0.42; H 0.24; H 0.03; H 0.38; O -1.11; S 1.05; O -0.76; O -0.42; C 0.23; C -1.45; C -0.51; H 0.03; H 0.32; H 0.41; H 0.36; H 0.22; H 0.43; H -0.19; H 0.15; O -0.76; S 0.95; O -0.28; O -0.05; C -0.29; C -1.29; C -1.14; H 0.35; H 0.31; H 0.32; H 0.41; H 0.26; H 0.34; H 0.42; H 0.27



> Which formula does entry 1 have?

C7H9N2O3P



Copy entry 1 word for word.
Entry from OMol25: C7H9N2O3P in the gas phase (wB97M-V/def2-TZVPD).

```
22
Properties=species:S:1:pos:R:3:forces:R:3
C 1.339501 -2.734027 0.433507 -0.124 0.027 0.115
C 0.173653 -2.287682 1.033723 -0.098 0.014 0.017
C 2.079284 -1.903308 -0.392202 0.282 0.073 -0.200
C -0.261756 -0.986247 0.803996 0.414 -0.175 -0.244
C 1.697795 -0.581592 -0.565381 0.131 -0.084 -0.026
C 0.546815 -0.130801 0.046786 -0.539 0.849 0.301
C -1.462077 2.197168 -2.000282 -0.004 0.260 -0.659
N -1.412064 -0.452349 1.335977 -0.631 -0.466 0.410
N -0.635587 1.860599 1.703986 0.183 0.897 2.065
O 0.171073 1.863927 2.614451 -0.566 -0.133 -1.384
O 0.980396 2.603374 -0.397129 0.096 -0.011 0.204
O -1.413148 1.654851 -0.692257 0.759 -0.250 1.224
P 0.021622 1.602303 0.082041 0.231 -0.698 -1.665
H 1.670970 -3.746010 0.622161 0.010 -0.039 -0.055
H -0.405569 -2.942576 1.670409 -0.045 -0.067 0.006
H 2.970141 -2.272517 -0.877983 0.075 -0.024 0.021
H -1.946888 -1.032802 1.966167 0.025 0.128 -0.172
H 2.295381 0.112991 -1.139796 0.064 -0.017 -0.032
H -1.483026 1.389269 -2.736345 -0.016 0.056 0.071
H -0.594163 2.834897 -2.182319 -0.130 -0.038 -0.005
H -2.374024 2.789388 -2.079108 0.068 -0.067 -0.005
H -1.958329 0.161144 0.749598 -0.186 -0.233 0.012
```
Forces are in eV/Å.

As for the SMILES: CO[P@@](=O)(N=O)c1ccccc1N. The calculation puts the energy above the lowest of the compared OMol25 structures with the same formula, charge and spin at 371.5 kJ/mol. The frontier orbital gap (spin up / spin down) is 7.96 / 8.05 eV.

Charge distribution, natural (NBO) scheme, values in e: C -0.16; C -0.29; C -0.26; C 0.29; C -0.13; C -0.54; C -0.25; N -0.82; N -0.15; O -0.24; O -1.06; O -0.83; P 2.17; H 0.22; H 0.21; H 0.22; H 0.39; H 0.23; H 0.18; H 0.21; H 0.19; H 0.41



> energy above the lowest of the compared OMol25 structures with the same formula, charge and spin of number 1 (C7H9N2O3P)?

371.5 kJ/mol